C24H24AsF6IrN6OS as an isolated structure. Source: OMol25; level of theory: wB97M-V/def2-TZVPD.

Output
LUMO energy (alpha / beta) (eV): 2.1534 / 2.1411
<S²>: 0.75
HOMO level (alpha / beta) (eV): -4.975 / -4.996
Multiplicity: 2
Frontier orbital gap (alpha / beta) (eV): 7.13 / 7.14
Electronic energy (eV): -127088.6752
Net charge: -1

Each line ends with the natural charge from an NBO analysis.
CARTESIAN COORDINATES (ANGSTROEM)
Ir 1.2032 -0.3011 -0.8626  1.08
C -2.9677 5.3933 -1.1985  -0.62
C -2.1281 4.2300 -0.7445  -0.05
C -1.3422 4.3026 0.4018  -0.20
C -0.5245 3.2549 0.7668  -0.22
C -0.4648 2.0515 0.0477  0.15
N 0.3884 1.0384 0.4632  -0.63
C 0.4227 0.7110 1.7991  0.27
C -0.6856 0.8536 2.6593  -0.27
C -0.6492 0.4463 3.9760  -0.18
C 0.4792 -0.1552 4.5346  -0.08
C 0.4857 -0.6521 5.9550  -0.62
C 1.5736 -0.3213 3.7042  -0.19
C 1.5564 0.1142 2.3848  0.04
N 2.7543 -0.0369 1.6272  -0.15
C 4.0079 0.2759 1.9860  0.00
C 4.8580 -0.1690 0.9935  -0.34
C 4.0222 -0.7417 0.0368  0.03
N 2.7564 -0.6849 0.4398  -0.26
C -1.2684 1.9833 -1.1048  0.16
C -2.0543 3.0671 -1.4901  -0.22
N -1.3235 0.8254 -1.9387  -0.16
C -2.3336 0.4689 -2.7625  -0.02
C -1.8611 -0.4769 -3.6382  -0.30
C -0.5206 -0.6518 -3.2899  0.02
N -0.2054 0.1404 -2.2724  -0.25
H -3.3332 5.9691 -0.3475  0.21
H -3.8307 5.0584 -1.7750  0.21
H -2.3923 6.0723 -1.8323  0.22
H -1.3443 5.2077 0.9991  0.20
H 0.1113 3.3489 1.6380  0.22
H -1.5926 1.2873 2.2602  0.22
H -1.5360 0.5767 4.5874  0.20
H -0.1579 -0.0404 6.5881  0.21
H 1.4907 -0.6303 6.3781  0.21
H 0.1253 -1.6819 6.0198  0.21
H 2.4759 -0.7952 4.0756  0.21
H 4.1956 0.7874 2.9145  0.23
H 5.9262 -0.0583 0.9491  0.24
H 4.2383 -1.1838 -0.9226  0.26
H -2.6125 2.9981 -2.4152  0.21
H -3.3081 0.9118 -2.6575  0.22
H -2.3970 -1.0135 -4.3990  0.26
H 0.2136 -1.3141 -3.7192  0.27
F 2.0398 -1.6430 -2.1062  -0.69
As -0.9154 -4.2596 -3.4658  2.34
F -0.7564 -3.3525 -5.0126  -0.66
F -2.5433 -3.4723 -3.1768  -0.68
F -1.6854 -5.5726 -4.2594  -0.64
F -1.1006 -5.0892 -1.8379  -0.68
F 0.6796 -5.0243 -3.6843  -0.65
S 3.6293 3.0330 -3.4249  -0.31
C 2.9152 1.9763 -2.4175  0.21
N 2.4293 1.2166 -1.6752  -0.66
C -2.1128 -2.7046 0.0119  -0.28
O -1.1949 -1.6240 -0.2838  -0.48
C 0.0950 -1.7604 -0.2336  0.51
C 0.6602 -3.0885 0.1056  -0.78
H -3.0946 -2.2906 -0.1925  0.20
H -2.0322 -2.9789 1.0634  0.18
H -1.9186 -3.5533 -0.6367  0.25
H 0.0305 -3.7020 0.7467  0.22
H 1.6562 -2.9758 0.5239  0.25
H 0.7681 -3.6007 -0.8591  0.31



C24H24AsI2N2OPdS2 as an isolated structure. Source: OMol25; level of theory: wB97M-V/def2-TZVPD.

Output
LUMO energy (eV): 2.2460
HOMO level (eV): -3.680
Multiplicity: 1
Frontier orbital gap (eV): 5.93
Electronic energy (eV): -132496.1262
Net charge: -1

Each line ends with the natural charge from an NBO analysis.
CARTESIAN COORDINATES (ANGSTROEM)
Pd 1.1647 0.1869 -0.3871  0.29
I -3.8257 -1.4454 -1.2059  0.09
C -2.7957 -1.6282 0.5983  -0.28
C -3.4670 -2.1208 1.7199  -0.24
C -2.8335 -2.2324 2.9286  -0.20
I -3.9166 -2.9934 4.5497  0.07
C -1.4801 -1.8226 3.0626  -0.13
C -0.7452 -1.8643 4.2686  -0.17
C 0.5461 -1.4201 4.2982  -0.26
C 1.1206 -0.9292 3.1116  0.04
N 0.4731 -0.8907 1.9778  -0.42
C -0.8026 -1.3239 1.9227  0.15
C -1.4515 -1.2289 0.6139  0.36
O -0.8412 -0.8064 -0.4122  -0.77
H -4.5032 -2.4170 1.6232  0.22
H -1.2204 -2.2430 5.1642  0.22
H 1.1224 -1.4373 5.2142  0.21
H 2.1401 -0.5555 3.0991  0.19
N -0.7274 1.9289 0.4406  -1.15
S -1.1039 3.4238 0.2282  1.11
C -0.5585 4.0239 -1.4002  -0.16
C 0.3798 3.2731 -2.0863  -0.24
C 0.9048 3.7650 -3.2750  -0.20
C 0.4931 4.9937 -3.7664  -0.22
C -0.4511 5.7408 -3.0690  -0.21
C -0.9746 5.2606 -1.8800  -0.26
C -2.8753 3.5676 -0.0891  -0.25
C -3.5944 4.5890 0.5082  -0.22
C -4.9677 4.6702 0.3069  -0.22
C -5.6089 3.7197 -0.4712  -0.21
C -4.8824 2.6840 -1.0507  -0.22
C -3.5141 2.6078 -0.8636  -0.14
H -1.1291 1.3027 -0.2599  0.37
H 0.6957 2.3069 -1.7023  0.27
H 1.6472 3.1785 -3.8012  0.22
H 0.9069 5.3746 -4.6919  0.20
H -0.7766 6.6996 -3.4533  0.20
H -1.7111 5.8408 -1.3357  0.21
H -3.0840 5.3113 1.1346  0.22
H -5.5359 5.4662 0.7714  0.21
H -6.6804 3.7734 -0.6165  0.21
H -5.3847 1.9264 -1.6379  0.22
H -2.9472 1.7898 -1.2946  0.23
C 0.9907 -1.5211 -3.1356  -0.98
As 2.4241 -1.1218 -1.8503  1.31
C 3.9265 -1.4562 -3.0761  -0.97
C 2.5472 -2.7825 -0.8283  -0.98
S 3.2937 0.8604 -1.0214  -0.77
H 1.2179 -2.4357 -3.6880  0.20
H 0.9077 -0.6857 -3.8308  0.23
H 0.0579 -1.6177 -2.5815  0.26
H 3.8074 -2.4186 -3.5790  0.20
H 4.8400 -1.4373 -2.4847  0.23
H 3.9661 -0.6495 -3.8061  0.23
H 2.7996 -3.6202 -1.4809  0.21
H 1.5908 -2.9511 -0.3362  0.24
H 3.3187 -2.6533 -0.0702  0.23



C24H24AsRuS6Si as an isolated structure. Source: OMol25; level of theory: wB97M-V/def2-TZVPD.

Output
LUMO energy (alpha / beta) (eV): -4.5562 / -5.0149
HOMO level (alpha / beta) (eV): -10.235 / -10.581
Multiplicity: 1
Frontier orbital gap (alpha / beta) (eV): 5.68 / 5.57
Electronic energy (eV): -161581.6674
Net charge: +1

Each line ends with the natural charge from an NBO analysis.
CARTESIAN COORDINATES (ANGSTROEM)
Ru -0.2209 -0.1292 -1.2894  0.02
S 6.0388 -3.4651 -2.3881  0.13
C 4.6412 -2.7268 -2.1328  -0.58
S 3.0846 -3.4279 -2.5244  0.51
C 2.1031 -2.1105 -1.9739  -0.43
C 2.7816 -1.0165 -1.4615  -0.45
S 1.9663 0.3133 -0.8398  0.32
S 4.5080 -1.1268 -1.4308  0.50
S 0.4317 -2.1848 -1.9829  0.36
C 0.6881 3.0734 3.3074  -0.21
C -0.0138 3.0521 2.1059  -0.15
C -0.1853 1.8466 1.4415  -0.23
C 0.3434 0.6481 1.9422  -0.55
C 1.0482 0.6968 3.1450  -0.18
C 1.2176 1.9002 3.8238  -0.19
Si 0.0251 -0.8725 0.9450  1.57
C 0.9614 -2.3550 1.4344  -0.61
C 0.3543 -3.6142 1.4687  -0.18
C 1.0998 -4.7489 1.7598  -0.19
C 2.4634 -4.6405 1.9992  -0.18
C 3.0827 -3.3980 1.9721  -0.23
C 2.3346 -2.2598 1.6989  -0.13
C -1.8239 -0.9542 0.7075  -0.46
C -2.4418 -1.4311 -0.4661  -0.29
C -3.8339 -1.4019 -0.6227  -0.19
C -4.6277 -0.9389 0.4045  -0.19
C -4.0433 -0.4670 1.5831  -0.19
C -2.6712 -0.4500 1.7226  -0.21
H 0.8107 4.0050 3.8451  0.23
H -0.4301 3.9683 1.7053  0.21
H -0.7730 1.8370 0.5208  0.18
H 1.4709 -0.2112 3.5608  0.22
H 1.7638 1.9208 4.7579  0.23
H -0.7077 -3.7103 1.2690  0.22
H 0.6195 -5.7183 1.7959  0.23
H 3.0453 -5.5280 2.2128  0.23
H 4.1456 -3.3170 2.1618  0.23
H 2.8271 -1.2919 1.6881  0.21
H -1.8717 -1.9242 -1.2416  0.22
H -4.2815 -1.7739 -1.5351  0.23
H -5.7056 -0.9565 0.3061  0.23
H -4.6706 -0.1121 2.3914  0.23
H -2.2383 -0.0536 2.6332  0.22
C 0.5980 3.5360 -2.0475  -0.98
As -0.8091 2.6791 -3.0087  1.45
C -2.4026 2.7698 -1.9535  -0.97
C -1.1384 3.8258 -4.4975  -0.97
S -0.4288 0.6923 -3.6396  -0.52
H 0.3493 4.5938 -1.9682  0.25
H 1.5162 3.4077 -2.6167  0.26
H 0.7202 3.1045 -1.0562  0.25
H -2.3873 3.6594 -1.3255  0.25
H -2.4989 1.8773 -1.3379  0.25
H -3.2456 2.8096 -2.6402  0.26
H -1.5362 4.7768 -4.1485  0.25
H -1.8516 3.3358 -5.1552  0.26
H -0.2015 3.9869 -5.0255  0.26



C24H24BrN5O2S5SbSeZr as an isolated structure. Source: OMol25; level of theory: wB97M-V/def2-TZVPD.

Output
LUMO energy (eV): 1.6992
HOMO level (eV): -4.879
Multiplicity: 1
Frontier orbital gap (eV): 6.58
Electronic energy (eV): -234209.2081
Net charge: -1

Each line ends with the natural charge from an NBO analysis.
CARTESIAN COORDINATES (ANGSTROEM)
Zr 0.0624 0.0272 0.0296  1.53
S 4.5920 2.7172 -2.9277  -0.82
Sb 5.6134 0.7216 -2.7691  0.90
S 2.4764 -0.5125 -0.4015  -0.13
S -0.3045 -1.1428 -2.3631  -0.53
S 7.1623 0.8028 -1.0482  -0.97
Br 2.3650 -0.4626 4.1012  -0.03
C 0.5240 -0.1082 3.5491  -0.08
C -0.3945 -0.5083 4.6848  -0.17
C -1.7209 -0.2983 4.6836  -0.26
C -2.5475 0.1702 3.5689  -0.24
C -2.0969 0.5467 2.3643  0.08
N -0.7178 0.7291 2.0593  -0.52
C -2.9096 0.3764 1.1137  0.77
O -4.1198 0.5215 1.0702  -0.66
O -2.1545 -0.0362 0.1386  -0.83
H 0.0582 -0.9786 5.5488  0.22
H -2.2665 -0.6156 5.5646  0.21
H -3.6192 0.0395 3.6544  0.23
Se -1.6548 -2.7239 -1.6219  0.27
C -3.3491 -2.0735 -2.2482  -0.16
C -4.3351 -1.6717 -1.3615  -0.26
C -5.5418 -1.2103 -1.8752  0.03
N -5.8166 -1.1306 -3.1753  -0.44
C -4.8607 -1.5327 -4.0181  0.00
C -3.6237 -2.0042 -3.6110  -0.28
H -4.1602 -1.6576 -0.2955  0.25
H -6.3143 -0.8656 -1.1964  0.20
H -5.0989 -1.4693 -5.0750  0.19
H -2.8799 -2.3043 -4.3379  0.23
C 5.1541 -0.0632 1.6077  -0.43
N 5.3236 1.3980 1.4224  -0.42
C 5.6111 2.0730 2.6990  -0.41
C 4.1514 2.0400 0.7019  -0.24
C 2.7791 1.7364 1.2099  -0.31
C 2.1386 2.6544 2.1269  -0.11
C 1.0287 2.4968 2.8677  -0.26
C 0.1121 1.3424 3.1485  -0.06
C 0.0137 -0.6359 2.2102  -0.46
C 2.0369 0.7478 0.6620  -0.44
H 6.0165 -0.4381 2.1564  0.20
H 5.1184 -0.5234 0.6262  0.26
H 4.2314 -0.2443 2.1494  0.24
H 6.1111 1.4949 0.7352  0.49
H 4.7415 1.9659 3.3476  0.23
H 5.8045 3.1267 2.5108  0.22
H 6.4808 1.6137 3.1640  0.21
H 4.2519 1.7218 -0.3320  0.25
H 4.3571 3.1117 0.7273  0.21
H 2.6124 3.6319 2.2223  0.19
H 0.7208 3.3801 3.4176  0.20
H -0.5654 1.7176 3.9120  0.21
H -0.7053 -1.4498 2.3572  0.20
S -0.0415 2.5100 -0.8919  -0.12
C -1.7077 2.5090 -1.3066  0.31
N -2.1976 1.5585 -2.1496  -0.53
C -3.4978 1.4407 -2.4396  0.14
C -4.3788 2.3492 -1.9308  -0.32
C -3.8308 3.3360 -1.1108  0.14
N -2.5494 3.4282 -0.8110  -0.46
H -1.5604 0.7909 -2.4190  0.48
H -3.7738 0.6062 -3.0678  0.24
H -5.4368 2.2774 -2.1264  0.24
H -4.4734 4.0886 -0.6653  0.20